Here is a molecular structure, C6H15NO2Tl from the Open Molecules 2025 dataset. Energies are from wB97M-V/def2-TZVPD.

Cartesian coordinates (Å):
Tl -1.70945 -2.01990 1.23907
O 0.11939 -1.92589 -1.47430
O -0.06105 0.17517 2.23813
N -1.34188 0.56533 -0.47077
C -0.16170 0.56072 -1.33379
C -1.18968 1.56512 0.60841
C 0.10973 -2.32091 -2.84656
C 1.12690 0.07349 3.08870
C 0.72688 -0.74291 -1.18199
C -0.05758 1.43592 1.63392
H 1.14781 -0.85094 3.66572
H 1.65888 -0.58558 -1.73887
H -0.48532 -1.59478 -3.42802
H 2.02618 0.12460 2.47036
H -0.31391 -3.31847 -2.93626
H -2.10534 0.93326 -1.06354
H 0.41677 1.48777 -1.36261
H 1.12880 -2.36060 -3.25465
H -1.05682 2.55952 0.14547
H -2.15431 1.66159 1.11982
H 1.06939 0.86087 3.84454
H 1.05249 -0.73716 -0.13620
H -0.60198 0.42432 -2.33494
H -0.26109 2.29456 2.29509
H 0.91690 1.73490 1.21327

Values from the calculation:
* E_LUMO: -0.664 hartree
* electronic energy: -613.9149 hartree
* gap between HOMO and LUMO: 3.79 eV
* net charge: +3
* E_HOMO: -21.87 eV
* energy above the lowest of the compared OMol25 structures with the same formula, charge and spin: 65.0 kJ/mol


Here is 2 unconnected molecules or ions with the total composition C6H15NOS from the Open Molecules 2025 dataset. Energies are from wB97M-V/def2-TZVPD.

Cartesian coordinates (Å):
S -3.64647 1.13314 -2.10607
O -4.79229 1.04270 -1.14423
N 0.53547 0.69472 -0.17208
C 1.92510 -1.98002 2.00928
C -0.96345 -1.20199 0.35151
C -0.01803 2.36115 -1.95840
C 0.48991 -0.65759 0.45601
C -0.30205 0.95435 -1.34407
C 1.23347 -0.58664 1.75037
H 1.37395 -2.91246 1.62695
H -1.60532 -0.61831 0.93800
H -1.40459 1.02239 -1.01648
H -0.53698 2.42033 -3.03687
H 2.88952 -2.11435 1.47573
H -0.29253 3.32362 -1.42872
H 0.72459 -0.27813 2.61964
H 2.07050 0.22304 1.56622
H -0.14072 0.21810 -2.06188
H 0.28299 1.20712 0.65837
H 1.04962 2.59268 -2.16046
H 1.10598 -1.30363 -0.17062
H 2.12910 -2.11990 3.07589
H -1.25766 -1.11388 -0.62098
H -0.85012 -2.30646 0.69290

Values from the calculation:
* SMILES: CCN[C@H](C)CC.O=S
* E_LUMO (spin up / spin down): -0.059 / -0.060 hartree
* electronic energy: -765.6567 hartree
* gap between HOMO and LUMO (spin up / spin down): 7.00 / 6.99 eV
* net charge: 0
* E_HOMO (spin up / spin down): -8.61 / -8.61 eV
* energy above the lowest of the compared OMol25 structures with the same formula, charge and spin: 364.5 kJ/mol